Entry 1:
{
  "formula": "C18H61BO19",
  "method": "wB97M-V/def2-TZVPD",
  "species": ["O", "H", "H", "H", "B", "H", "H", "H", "H", "C", "C", "O", "O", "H", "H", "H", "H", "H", "H", "C", "C", "O", "O", "H", "H", "H", "H", "H", "H", "C", "C", "O", "O", "H", "H", "H", "H", "H", "H", "C", "C", "O", "O", "H", "H", "H", "H", "H", "H", "C", "C", "O", "O", "H", "H", "H", "H", "H", "H", "C", "C", "O", "O", "H", "H", "H", "H", "H", "H", "C", "C", "O", "O", "H", "H", "H", "H", "H", "H", "C", "C", "O", "O", "H", "H", "H", "H", "H", "H", "C", "C", "O", "O", "H", "H", "H", "H", "H", "H"],
  "coordinates": [[6.40, -17.25, -2.19], [7.25, -16.80, -2.03], [6.47, -18.23, -2.10], [6.22, -17.11, -3.13], [6.76, -19.93, -2.23], [7.79, -19.56, -2.14], [6.33, -19.58, -3.19], [6.68, -21.02, -2.08], [6.11, -19.48, -1.46], [6.52, -24.22, -0.74], [5.20, -23.50, -0.52], [3.94, -24.17, -0.77], [6.77, -25.23, 0.21], [7.30, -23.46, -0.72], [6.48, -24.67, -1.73], [5.19, -22.67, -1.24], [5.21, -23.03, 0.46], [3.26, -23.49, -0.82], [6.03, -25.85, 0.20], [3.91, -21.17, 2.34], [3.58, -20.05, 1.33], [2.17, -20.02, 1.18], [3.52, -20.76, 3.67], [4.99, -21.29, 2.46], [3.48, -22.13, 2.08], [4.10, -20.21, 0.39], [3.96, -19.12, 1.74], [1.86, -19.40, 1.84], [3.61, -21.55, 4.21], [9.04, -21.83, -4.26], [7.91, -22.91, -4.28], [6.61, -22.30, -4.41], [9.27, -21.18, -2.99], [8.84, -21.04, -4.99], [9.93, -22.31, -4.67], [7.99, -23.55, -3.40], [8.13, -23.58, -5.11], [6.57, -21.58, -3.78], [8.44, -20.86, -2.61], [5.56, -17.26, -5.81], [4.22, -17.47, -5.05], [3.92, -16.21, -4.42], [6.64, -17.07, -4.87], [5.44, -16.36, -6.42], [5.71, -18.10, -6.49], [4.29, -18.26, -4.30], [3.41, -17.67, -5.75], [3.02, -16.30, -4.08], [7.37, -16.79, -5.42], [7.20, -16.71, 1.06], [6.57, -15.35, 0.90], [6.52, -14.85, -0.41], [6.25, -17.74, 0.76], [7.49, -16.84, 2.10], [8.05, -16.87, 0.40], [7.21, -14.62, 1.42], [5.63, -15.20, 1.42], [6.09, -14.00, -0.54], [6.64, -18.52, 1.18], [9.71, -15.31, -2.23], [10.35, -15.29, -0.85], [11.07, -14.10, -0.68], [8.96, -16.54, -2.34], [10.49, -15.33, -2.99], [9.13, -14.40, -2.38], [10.90, -16.20, -0.59], [9.62, -15.41, -0.05], [11.01, -13.94, 0.26], [9.61, -17.15, -2.75], [1.94, -21.34, -2.16], [3.19, -20.71, -2.81], [3.73, -19.65, -2.04], [2.20, -21.88, -0.88], [1.62, -22.19, -2.77], [1.16, -20.58, -2.14], [3.06, -20.49, -3.87], [3.97, -21.48, -2.85], [4.67, -19.87, -1.95], [2.12, -21.20, -0.20], [8.21, -20.43, 0.99], [8.57, -20.32, 2.46], [8.64, -18.97, 2.89], [6.77, -20.37, 0.78], [8.55, -21.36, 0.52], [8.64, -19.57, 0.49], [9.52, -20.83, 2.58], [7.92, -20.92, 3.10], [8.08, -18.84, 3.65], [6.68, -20.31, -0.18], [12.39, -19.73, -3.62], [11.37, -18.75, -4.24], [10.42, -18.42, -3.25], [13.41, -19.11, -2.82], [12.89, -20.34, -4.38], [11.94, -20.50, -3.00], [10.83, -19.08, -5.13], [11.84, -17.83, -4.59], [9.95, -19.25, -3.09], [14.06, -19.81, -2.72]],
  "energy_ha": -2176.5315,
  "e_lumo_ev": 0.2,
  "gap_ev": 9.68,
  "mol_weight_g_mol": 592.48
}



Entry 2:
{
  "formula": "C27H30F7HfN5O10S2",
  "method": "wB97M-V/def2-TZVPD",
  "species": ["Hf", "C", "C", "N", "C", "C", "C", "O", "O", "C", "O", "C", "C", "C", "F", "C", "C", "C", "N", "C", "C", "N", "C", "C", "H", "H", "H", "H", "H", "H", "H", "H", "H", "H", "H", "H", "H", "H", "H", "H", "H", "H", "F", "C", "F", "F", "S", "O", "O", "N", "S", "O", "O", "C", "F", "F", "F", "O", "C", "C", "C", "C", "C", "C", "C", "C", "N", "H", "H", "H", "H", "H", "H", "H", "H", "H", "H", "H", "O", "C", "O", "H"],
  "coordinates": [[-1.10, 0.79, -2.53], [-0.84, -1.51, 4.95], [-0.44, -2.47, 3.85], [-0.21, -1.78, 2.56], [-1.24, -1.64, 1.73], [-1.18, -1.02, 0.50], [-2.48, -0.85, -0.23], [-3.52, -1.22, 0.25], [-2.38, -0.26, -1.40], [0.06, -0.54, 0.05], [0.28, -0.06, -1.10], [1.16, -0.57, 1.01], [2.37, 0.04, 0.68], [3.39, 0.03, 1.58], [4.58, 0.57, 1.23], [3.26, -0.56, 2.86], [2.07, -1.17, 3.17], [1.01, -1.19, 2.25], [4.30, -0.53, 3.82], [5.26, 0.56, 3.86], [5.78, 0.72, 5.27], [6.42, -0.58, 5.70], [5.44, -1.73, 5.61], [4.90, -1.80, 4.19], [-1.02, -2.06, 5.88], [-1.76, -0.99, 4.70], [-0.07, -0.76, 5.15], [-1.21, -3.21, 3.67], [0.47, -3.02, 4.09], [-2.19, -2.05, 2.06], [2.50, 0.51, -0.29], [1.95, -1.58, 4.16], [4.77, 1.50, 3.57], [6.10, 0.41, 3.17], [4.98, 0.92, 5.98], [6.54, 1.50, 5.34], [6.78, -0.50, 6.65], [7.22, -0.77, 5.10], [4.65, -1.51, 6.33], [5.97, -2.63, 5.90], [4.17, -2.60, 4.15], [5.72, -2.08, 3.51], [-3.86, 4.73, 0.49], [-3.00, 3.77, 0.72], [-3.57, 2.77, 1.37], [-1.97, 4.23, 1.41], [-2.44, 3.06, -0.89], [-1.34, 2.10, -0.59], [-3.58, 2.42, -1.48], [-1.87, 4.32, -1.65], [-1.54, 4.09, -3.17], [-1.76, 2.63, -3.48], [-0.34, 4.67, -3.63], [-2.93, 4.86, -4.11], [-4.08, 4.45, -3.63], [-2.82, 6.17, -4.00], [-2.81, 4.50, -5.38], [-0.15, -1.33, -3.30], [-0.47, -2.72, -3.12], [-1.76, -3.14, -3.80], [-3.04, -2.51, -3.23], [-3.51, -1.25, -3.92], [-4.83, -1.18, -4.33], [-5.29, -0.11, -5.07], [-4.38, 0.85, -5.47], [-3.08, 0.72, -5.03], [-2.63, -0.25, -4.21], [-0.01, -1.15, -4.24], [-0.52, -2.88, -2.04], [0.37, -3.31, -3.50], [-1.84, -4.22, -3.69], [-1.68, -2.94, -4.87], [-2.93, -2.33, -2.16], [-3.85, -3.22, -3.32], [-5.49, -1.99, -4.07], [-6.33, -0.05, -5.36], [-4.65, 1.68, -6.11], [-2.32, 1.41, -5.37], [0.72, 2.06, -2.52], [1.01, 1.74, -3.70], [0.23, 0.93, -4.31], [1.89, 2.14, -4.20]],
  "energy_ha": -3616.2666,
  "e_lumo_ev": -5.2,
  "total_charge": 2,
  "gap_ev": 8.51,
  "mol_weight_g_mol": 960.17
}



Entry 3:
{
  "formula": "C9H16N2O2",
  "method": "wB97M-V/def2-TZVPD",
  "species": ["C", "C", "C", "C", "C", "C", "C", "C", "C", "N", "N", "O", "O", "H", "H", "H", "H", "H", "H", "H", "H", "H", "H", "H", "H", "H", "H", "H", "H"],
  "coordinates": [[-0.68, -1.28, -1.41], [1.71, 1.85, -3.04], [1.49, 1.72, -1.75], [0.73, 0.71, -1.06], [-2.29, 0.19, 1.13], [-2.44, 0.20, -0.45], [-0.93, 0.46, 1.79], [2.28, -1.45, 0.98], [1.26, -0.74, 1.90], [-1.88, -1.03, -0.99], [0.17, -0.19, 1.10], [0.29, -0.40, -1.69], [0.58, 0.93, 0.19], [-0.39, -2.24, -1.68], [2.38, 2.59, -3.35], [1.11, 1.34, -3.64], [2.14, 2.49, -1.11], [-3.06, 0.89, 1.42], [-2.64, -0.80, 1.68], [-3.60, 0.23, -0.43], [-2.02, 1.16, -0.69], [-0.87, 1.47, 1.77], [-0.84, 0.04, 2.87], [2.82, -2.04, 1.79], [1.71, -1.96, 0.27], [2.89, -0.78, 0.54], [1.78, 0.02, 2.34], [0.71, -1.46, 2.41], [-2.41, -1.92, -0.89]],
  "energy_ha": -611.6818,
  "e_lumo_ev": -9.4,
  "total_charge": 2,
  "gap_ev": 8.20,
  "mol_weight_g_mol": 184.24
}



Entry 4:
{
  "formula": "H16NO11",
  "method": "wB97M-V/def2-TZVPD",
  "species": ["N", "O", "O", "O", "O", "H", "H", "O", "H", "H", "O", "H", "H", "O", "H", "H", "O", "H", "H", "O", "H", "H", "O", "H", "H", "O", "H", "H"],
  "coordinates": [[-1.75, 0.00, 0.03], [-0.93, 0.92, -0.02], [-2.00, -0.58, -1.05], [-1.73, -0.71, 1.05], [-0.59, -3.08, -0.18], [-1.21, -2.57, 0.33], [-0.37, -3.93, 0.24], [-0.45, 0.56, -2.85], [-0.94, 0.08, -2.17], [0.35, 0.11, -3.22], [1.35, -1.30, 0.87], [1.88, -2.05, 1.09], [0.57, -1.69, 0.49], [-0.39, 3.22, 1.60], [-0.77, 2.43, 1.11], [-0.51, 3.97, 1.02], [1.74, 1.91, -1.16], [1.85, 2.11, -0.25], [1.01, 1.33, -1.20], [-0.84, -2.50, -2.99], [-1.23, -2.02, -2.25], [-0.81, -3.41, -2.71], [0.22, 0.29, 2.76], [-0.71, 0.07, 2.70], [0.56, -0.12, 1.97], [2.12, 2.01, 1.47], [2.41, 2.88, 1.77], [1.17, 2.08, 1.56]],
  "energy_ha": -891.9430,
  "e_lumo_ev": 2.8,
  "total_charge": -1,
  "gap_ev": 9.16,
  "mol_weight_g_mol": 206.12
}



Entry 5:
{
  "formula": "C22H23N3O4",
  "method": "wB97M-V/def2-TZVPD",
  "species": ["C", "H", "O", "C", "C", "C", "C", "C", "C", "H", "H", "N", "C", "O", "C", "H", "C", "C", "O", "N", "C", "C", "C", "C", "C", "C", "C", "O", "N", "C", "C", "C", "H", "H", "H", "H", "H", "H", "H", "H", "H", "H", "H", "C", "H", "H", "H", "H", "H", "H", "H", "H"],
  "coordinates": [[5.44, -6.51, -1.49], [5.19, -6.54, -0.43], [4.32, -6.22, -2.28], [3.67, -5.03, -2.09], [4.04, -4.06, -1.17], [3.31, -2.89, -1.06], [2.21, -2.65, -1.87], [1.84, -3.63, -2.79], [2.56, -4.80, -2.90], [2.28, -5.56, -3.62], [1.00, -3.49, -3.44], [1.47, -1.47, -1.76], [1.88, -0.31, -1.18], [2.94, -0.09, -0.64], [0.76, 0.71, -1.33], [1.04, 1.41, -2.12], [-0.47, -0.11, -1.71], [-1.32, -0.47, -0.49], [-1.50, -1.61, -0.11], [-1.84, 0.64, 0.09], [-2.65, 0.76, 1.21], [-3.21, -0.35, 1.84], [-4.05, -0.19, 2.92], [-4.38, 1.08, 3.38], [-3.81, 2.18, 2.77], [-2.93, 2.05, 1.70], [-2.29, 3.25, 1.09], [-1.89, 3.27, -0.08], [-2.15, 4.32, 1.89], [-1.55, 5.54, 1.46], [-2.03, 6.83, 2.04], [-0.67, 6.30, 2.40], [0.20, 6.79, 2.00], [-0.53, 5.91, 3.40], [-2.09, 7.69, 1.39], [-2.80, 6.80, 2.80], [-1.29, 5.49, 0.41], [-2.41, 4.25, 2.86], [-4.10, 3.17, 3.12], [-5.06, 1.20, 4.20], [-4.48, -1.06, 3.40], [-2.97, -1.33, 1.47], [-1.64, 1.56, -0.34], [0.14, -1.37, -2.34], [0.19, -1.29, -3.43], [-0.45, -2.26, -2.06], [-1.11, 0.42, -2.42], [0.65, 1.29, -0.41], [3.62, -2.15, -0.34], [4.89, -4.20, -0.52], [6.24, -5.77, -1.65], [5.79, -7.49, -1.81]],
  "energy_ha": -1317.4044,
  "e_lumo_ev": 0.5,
  "gap_ev": 8.22,
  "smiles": "COc1ccc(N2C[C@@H](C(=O)Nc3ccccc3C(=O)NC3CC3)CC2=O)cc1",
  "mol_weight_g_mol": 393.44
}



Entry 6:
{
  "formula": "C3H10O",
  "method": "wB97M-V/def2-TZVPD",
  "species": ["C", "C", "H", "H", "H", "H", "H", "H", "C", "O", "H", "H", "H", "H"],
  "coordinates": [[-1.79, -0.63, -2.02], [-2.49, -1.43, -0.85], [-2.48, -0.03, -2.83], [-1.09, 0.20, -1.70], [-1.15, -1.46, -2.47], [-3.28, -0.83, -0.40], [-1.80, -1.61, -0.11], [-2.97, -2.39, -1.22], [1.65, 1.49, 1.40], [2.69, 0.55, 1.56], [1.14, 1.71, 2.34], [0.93, 1.15, 0.72], [2.04, 2.42, 1.17], [2.91, -0.10, 0.86]],
  "energy_ha": -195.4737,
  "e_lumo_ev": 0.8,
  "gap_ev": 11.11,
  "smiles": "CC.CO",
  "mol_weight_g_mol": 62.11
}